{"formula": "C23H25N2", "method": "the ωB97M-V functional and the def2-TZVPD basis", "e_tot_ev": -27228.7988, "multiplicity": 1, "charge": 1, "homo_ha": -0.4245, "orbital_gap_ev": 7.51, "elements": ["C", "C", "C", "C", "C", "C", "C", "C", "C", "C", "C", "C", "C", "C", "C", "C", "C", "C", "C", "C", "C", "H", "H", "H", "H", "H", "H", "H", "H", "H", "H", "H", "H", "H", "H", "H", "H", "H", "C", "N", "C", "N", "H", "H", "H", "H", "H", "H", "H", "H"], "xyz": [[-5.180, -0.130, 1.932], [-4.031, -0.138, 2.748], [-2.761, -0.325, 2.198], [-2.610, -0.520, 0.807], [-1.284, -0.664, 0.180], [-0.230, 0.111, 0.651], [1.111, 0.043, 0.208], [2.223, 0.380, 1.104], [3.523, -0.036, 0.736], [4.632, 0.451, 1.412], [4.470, 1.327, 2.503], [3.172, 1.674, 2.910], [2.058, 1.186, 2.241], [-1.156, -1.689, -0.886], [-0.298, -1.480, -1.965], [-0.122, -2.416, -2.979], [-0.870, -3.605, -2.956], [-1.822, -3.792, -1.937], [-1.956, -2.867, -0.901], [-3.764, -0.497, -0.004], [-5.036, -0.312, 0.547], [-6.169, 0.026, 2.358], [-4.128, 0.004, 3.828], [-1.876, -0.365, 2.842], [-0.462, 0.841, 1.435], [1.412, -0.599, -0.620], [3.635, -0.804, -0.033], [5.625, 0.167, 1.091], [5.336, 1.706, 3.040], [3.024, 2.342, 3.761], [1.047, 1.372, 2.630], [0.238, -0.539, -2.032], [0.579, -2.209, -3.791], [-0.747, -4.340, -3.750], [-2.463, -4.675, -1.954], [-2.650, -3.055, -0.081], [-3.645, -0.600, -1.085], [-5.914, -0.304, -0.106], [1.186, 2.806, -0.294], [1.262, 1.567, -1.079], [2.545, 1.563, -1.792], [0.267, 1.726, -2.086], [1.995, 2.867, 0.427], [1.259, 3.618, -1.025], [0.239, 2.885, 0.246], [3.383, 1.680, -1.111], [2.674, 0.634, -2.348], [2.496, 2.401, -2.507], [0.427, 1.043, -2.847], [-0.645, 1.541, -1.665]], "forces_ev_per_a": [[0.8, -0.1, -0.3], [-0.2, 0.0, -0.2], [-0.1, -0.1, -0.4], [-0.8, 0.4, 0.4], [0.9, 0.3, 0.4], [-2.0, -0.6, -0.3], [1.3, 0.7, -1.1], [0.6, -0.1, 0.2], [-0.4, 0.0, 0.4], [-0.1, 0.3, 0.5], [-0.6, -0.3, -0.6], [0.3, 0.0, 0.2], [-0.1, -0.3, 0.0], [-0.5, -0.4, -0.4], [0.3, -0.1, -0.4], [-0.4, -0.5, 0.1], [-0.2, 0.7, 0.3], [0.3, 0.1, -0.1], [0.6, 0.5, 0.0], [0.1, 0.0, 0.2], [0.2, 0.1, 0.3], [0.3, -0.1, 0.0], [0.0, -0.1, -0.4], [-0.4, 0.0, -0.2], [0.0, -0.4, -0.3], [-0.3, -0.4, 0.8], [0.0, 0.4, 0.0], [0.0, -0.1, 0.1], [-0.2, 0.0, -0.1], [0.1, -0.3, -0.2], [0.6, 0.2, -0.3], [-0.3, -0.6, 0.0], [-0.2, -0.1, 0.2], [-0.1, 0.2, 0.2], [0.3, 0.2, 0.1], [0.1, 0.1, -0.3], [-0.1, 0.0, 0.3], [0.4, 0.0, 0.3], [0.0, 0.6, 0.0], [0.2, 0.4, 0.4], [0.2, 0.1, -0.5], [-0.5, -0.7, -0.5], [0.1, -0.1, -0.1], [-0.1, 0.0, 0.4], [0.0, -0.2, -0.2], [-0.2, 0.1, 0.0], [-0.1, -0.1, 0.0], [0.3, -0.3, 0.2], [-0.2, 0.6, 0.7], [0.1, -0.1, -0.1]], "nbo_charge": [-0.176, -0.207, -0.201, -0.035, 0.103, -0.357, 0.030, -0.048, -0.194, -0.213, -0.166, -0.199, -0.211, -0.036, -0.233, -0.202, -0.171, -0.202, -0.187, -0.197, -0.208, 0.232, 0.230, 0.219, 0.229, 0.234, 0.223, 0.234, 0.237, 0.233, 0.224, 0.186, 0.223, 0.233, 0.234, 0.236, 0.222, 0.231, -0.435, -0.146, -0.442, -0.644, 0.232, 0.230, 0.221, 0.242, 0.213, 0.232, 0.371, 0.380]}

{"formula": "C23H25N3O4", "method": "the ωB97M-V functional and the def2-TZVPD basis", "e_tot_ev": -36917.9796, "multiplicity": 1, "homo_ha": -0.2917, "orbital_gap_ev": 8.44, "smiles": "C=CCNC(=O)[C@H]1CC(=O)N(c2ccc(OCC(=O)Nc3cccc(C)c3)cc2)C1", "elements": ["C", "C", "C", "N", "C", "O", "C", "C", "C", "O", "N", "C", "C", "C", "C", "C", "C", "H", "H", "O", "C", "C", "O", "N", "C", "C", "C", "C", "C", "C", "H", "C", "H", "H", "H", "H", "H", "H", "H", "H", "H", "H", "H", "C", "H", "H", "H", "H", "H", "H", "H", "H", "H", "H", "H"], "xyz": [[7.787, -0.410, 0.112], [7.049, -0.961, 1.056], [5.856, -0.301, 1.682], [4.663, -1.111, 1.524], [3.576, -0.688, 0.851], [3.481, 0.419, 0.365], [2.447, -1.718, 0.815], [1.687, -1.741, 2.142], [0.225, -1.930, 1.757], [-0.651, -2.225, 2.536], [0.106, -1.699, 0.421], [-1.099, -1.537, -0.276], [-1.106, -0.947, -1.539], [-2.296, -0.624, -2.163], [-3.507, -0.860, -1.524], [-3.506, -1.575, -0.330], [-2.319, -1.920, 0.282], [-2.339, -2.432, 1.228], [-4.450, -1.818, 0.133], [-4.715, -0.351, -1.950], [-4.666, 0.853, -2.693], [-3.605, 1.836, -2.166], [-2.958, 2.530, -2.915], [-3.476, 1.801, -0.810], [-2.275, 1.920, -0.086], [-2.243, 1.394, 1.202], [-1.054, 1.374, 1.905], [0.103, 1.870, 1.333], [0.079, 2.414, 0.053], [-1.118, 2.444, -0.648], [-1.151, 2.853, -1.644], [1.336, 2.954, -0.556], [2.174, 2.290, -0.357], [1.224, 3.080, -1.630], [1.571, 3.926, -0.121], [1.037, 1.838, 1.874], [-1.033, 0.949, 2.898], [-3.139, 0.979, 1.639], [-4.179, 1.261, -0.319], [-4.455, 0.668, -3.753], [-5.665, 1.291, -2.611], [-2.263, -0.139, -3.125], [-0.189, -0.690, -2.040], [1.367, -1.343, -0.203], [1.493, -1.884, -1.144], [1.410, -0.264, -0.397], [2.008, -2.524, 2.827], [1.761, -0.782, 2.660], [2.860, -2.706, 0.594], [4.693, -2.050, 1.887], [5.649, 0.659, 1.207], [6.041, -0.142, 2.752], [7.280, -1.950, 1.432], [8.641, -0.911, -0.310], [7.568, 0.572, -0.273]], "forces_ev_per_a": [[0.1, 0.0, 0.0], [-0.2, 0.0, 0.1], [0.1, 0.2, 0.1], [0.4, -0.2, 0.3], [-0.3, -0.6, 0.0], [0.0, 0.4, -0.1], [-0.1, 0.3, -0.1], [-0.1, -0.1, 0.0], [0.4, -0.1, 0.3], [-0.2, 0.0, 0.2], [0.2, -0.2, -0.2], [-0.3, 0.0, -0.2], [0.1, -0.1, 0.2], [-0.4, -0.1, -0.1], [0.3, -0.2, 0.1], [-0.1, 0.2, -0.4], [0.0, -0.1, 0.1], [0.0, 0.0, 0.0], [-0.1, 0.0, 0.1], [0.0, -0.2, 0.2], [0.1, 0.1, -0.3], [-0.4, -0.1, -0.1], [0.1, 0.0, -0.1], [-0.4, 0.2, 0.5], [0.2, 0.1, 0.1], [-0.1, 0.1, -0.1], [0.0, 0.0, 0.0], [0.1, 0.0, 0.0], [-0.1, -0.1, 0.1], [0.0, 0.1, -0.1], [0.0, 0.0, 0.0], [0.0, 0.1, 0.0], [0.1, 0.0, 0.0], [0.0, 0.0, -0.1], [0.1, 0.1, 0.0], [0.1, 0.0, 0.1], [0.0, -0.1, 0.1], [-0.1, -0.1, 0.0], [0.2, 0.0, -0.2], [0.0, 0.1, 0.2], [0.1, 0.0, 0.0], [0.0, 0.1, -0.1], [0.1, 0.1, 0.0], [0.3, 0.2, -0.2], [0.0, 0.1, 0.0], [0.0, -0.2, -0.1], [-0.1, 0.0, 0.0], [0.0, 0.0, 0.0], [0.0, 0.1, 0.0], [-0.2, 0.0, -0.1], [0.1, -0.1, 0.1], [0.0, 0.1, -0.1], [0.1, -0.1, 0.0], [0.1, -0.1, 0.0], [-0.1, 0.2, -0.1]], "nbo_charge": [-0.368, -0.189, -0.269, -0.604, 0.694, -0.637, -0.312, -0.491, 0.698, -0.609, -0.426, 0.119, -0.175, -0.311, 0.285, -0.261, -0.202, 0.259, 0.226, -0.506, -0.167, 0.667, -0.589, -0.632, 0.249, -0.274, -0.194, -0.250, 0.021, -0.292, 0.247, -0.646, 0.246, 0.213, 0.219, 0.211, 0.220, 0.210, 0.403, 0.203, 0.217, 0.233, 0.217, -0.203, 0.204, 0.231, 0.235, 0.239, 0.218, 0.393, 0.241, 0.200, 0.190, 0.201, 0.197]}

{"formula": "C23H25N3O5S", "method": "the ωB97M-V functional and the def2-TZVPD basis", "e_tot_ev": -49801.1346, "multiplicity": 1, "homo_ha": -0.2918, "orbital_gap_ev": 7.78, "smiles": "CCOC(=O)c1[nH]c2ccccc2c1NC(=O)c1ccc(S(=O)(=O)N2CCCCC2)cc1", "elements": ["C", "C", "H", "H", "O", "C", "O", "C", "C", "N", "C", "O", "C", "C", "C", "C", "C", "C", "H", "H", "S", "O", "O", "N", "C", "C", "C", "C", "C", "H", "H", "H", "H", "H", "H", "H", "H", "H", "H", "H", "H", "H", "C", "C", "C", "C", "C", "C", "N", "H", "H", "H", "H", "H", "H", "H", "H"], "xyz": [[0.380, 2.583, 0.037], [-0.950, 2.973, 0.660], [-1.388, 3.843, 0.162], [-0.833, 3.204, 1.725], [-1.855, 1.873, 0.537], [-3.175, 2.163, 0.419], [-3.611, 3.293, 0.437], [-4.003, 0.983, 0.268], [-3.698, -0.375, 0.189], [-2.391, -0.821, 0.268], [-1.827, -2.045, 0.064], [-2.415, -3.058, -0.244], [-0.337, -2.005, 0.230], [0.431, -2.831, -0.586], [1.813, -2.808, -0.499], [2.414, -1.970, 0.419], [1.667, -1.176, 1.268], [0.287, -1.191, 1.176], [-0.300, -0.591, 1.856], [2.183, -0.566, 1.991], [4.197, -1.851, 0.533], [4.793, -2.734, -0.431], [4.590, -1.969, 1.906], [4.381, -0.242, 0.092], [4.215, -0.027, -1.329], [4.036, 1.465, -1.598], [5.232, 2.240, -1.050], [5.410, 1.926, 0.433], [5.555, 0.420, 0.625], [5.618, 0.151, 1.680], [6.465, 0.065, 0.119], [4.537, 2.274, 0.987], [6.294, 2.429, 0.828], [5.084, 3.311, -1.195], [6.134, 1.947, -1.593], [3.125, 1.805, -1.103], [3.931, 1.630, -2.671], [3.333, -0.589, -1.644], [5.083, -0.414, -1.882], [2.436, -3.425, -1.127], [-0.073, -3.479, -1.287], [-1.748, -0.052, 0.421], [-4.936, -1.068, 0.046], [-5.303, -2.414, -0.069], [-6.636, -2.725, -0.184], [-7.626, -1.734, -0.186], [-7.300, -0.402, -0.074], [-5.952, -0.073, 0.044], [-5.368, 1.142, 0.175], [-5.817, 2.042, 0.211], [-8.056, 0.368, -0.075], [-8.662, -2.024, -0.278], [-6.935, -3.759, -0.275], [-4.547, -3.181, -0.078], [0.797, 1.712, 0.539], [1.075, 3.413, 0.128], [0.247, 2.347, -1.016]], "forces_ev_per_a": [[-0.4, -0.1, 0.2], [0.3, 0.6, -0.1], [0.1, -0.2, 0.1], [-0.1, 0.0, -0.1], [-0.2, -0.3, -0.1], [0.0, 0.4, 0.0], [0.1, -0.3, 0.0], [0.1, -0.7, -0.1], [-0.3, 0.7, 0.0], [0.4, 0.3, 0.2], [0.0, 0.2, 0.0], [0.0, -0.1, -0.1], [0.3, -0.2, 0.0], [-0.2, 0.1, 0.1], [0.1, -0.1, 0.0], [0.5, 0.0, 0.0], [-0.1, 0.0, 0.1], [0.1, -0.1, -0.1], [0.0, 0.1, 0.1], [0.0, 0.1, 0.1], [-0.2, 0.3, -0.1], [-0.2, 0.1, -0.1], [-0.1, 0.2, 0.1], [-0.2, -0.9, 0.4], [-0.3, 0.1, -0.6], [0.2, -0.2, 0.0], [-0.3, 0.1, 0.1], [0.1, -0.2, -0.2], [0.4, 0.2, 0.6], [0.2, 0.1, -0.1], [0.0, 0.0, 0.0], [0.0, 0.0, 0.1], [0.0, 0.0, 0.1], [0.1, 0.0, -0.1], [0.1, 0.0, -0.1], [-0.1, 0.0, 0.0], [-0.1, 0.0, 0.0], [0.0, 0.1, -0.2], [-0.1, 0.0, 0.0], [0.0, -0.1, -0.1], [0.0, -0.1, -0.1], [0.0, -0.2, -0.1], [-0.3, 0.2, 0.0], [-0.2, -0.2, 0.0], [0.2, -0.2, 0.0], [0.0, 0.3, 0.0], [-0.2, -0.1, 0.0], [0.3, -0.4, 0.0], [0.0, 0.3, 0.0], [0.0, -0.1, 0.0], [-0.1, 0.1, 0.0], [-0.1, 0.0, 0.0], [0.0, -0.1, 0.0], [0.0, 0.0, 0.0], [0.1, -0.1, 0.0], [0.1, 0.1, 0.0], [0.0, 0.0, -0.1]], "nbo_charge": [-0.631, -0.073, 0.211, 0.184, -0.542, 0.772, -0.606, -0.049, 0.176, -0.608, 0.672, -0.597, -0.125, -0.175, -0.176, -0.331, -0.186, -0.162, 0.216, 0.238, 2.322, -0.938, -0.934, -0.680, -0.230, -0.404, -0.399, -0.401, -0.232, 0.238, 0.179, 0.201, 0.217, 0.212, 0.198, 0.201, 0.216, 0.215, 0.191, 0.248, 0.242, 0.434, -0.152, -0.156, -0.249, -0.183, -0.276, 0.244, -0.512, 0.432, 0.215, 0.214, 0.214, 0.255, 0.212, 0.221, 0.216]}

{"formula": "C23H25N5O3V", "method": "the ωB97M-V functional and the def2-TZVPD basis", "e_tot_ev": -63538.6233, "multiplicity": 2, "s_squared": 0.79, "charge": -2, "homo_ha": [0.0333, 0.0370], "orbital_gap_ev": [3.66, 3.56], "elements": ["V", "O", "C", "C", "O", "O", "C", "C", "C", "C", "C", "C", "C", "C", "C", "C", "C", "C", "H", "H", "H", "H", "H", "H", "H", "H", "H", "H", "H", "N", "C", "N", "C", "C", "N", "C", "C", "N", "H", "H", "H", "H", "H", "C", "C", "C", "C", "N", "H", "H", "H", "H", "H", "H", "H", "H", "H"], "xyz": [[1.406, 0.336, 0.425], [-0.614, -1.145, 0.916], [-1.712, -0.327, 1.238], [-1.341, 1.200, 1.204], [-2.258, 2.009, 1.287], [-0.099, 1.479, 1.109], [-2.143, -0.681, 2.660], [-3.123, 0.054, 3.324], [-3.523, -0.299, 4.605], [-2.948, -1.389, 5.246], [-1.964, -2.117, 4.593], [-1.564, -1.766, 3.310], [-2.835, -0.564, 0.223], [-4.042, -1.178, 0.524], [-4.986, -1.413, -0.472], [-4.731, -1.042, -1.782], [-3.519, -0.433, -2.092], [-2.586, -0.196, -1.099], [-0.275, -1.030, -0.034], [-3.553, 0.913, 2.825], [-4.283, 0.288, 5.107], [-3.257, -1.661, 6.249], [-1.493, -2.959, 5.086], [-0.783, -2.316, 2.803], [-4.256, -1.480, 1.541], [-5.924, -1.893, -0.216], [-5.465, -1.228, -2.557], [-3.296, -0.144, -3.113], [-1.634, 0.268, -1.342], [3.455, -1.718, 2.028], [2.752, -0.999, 1.451], [6.279, 2.462, -0.322], [4.862, 2.598, -0.391], [4.065, 1.608, 0.110], [2.652, 1.681, 0.075], [2.226, 2.919, -0.447], [3.087, 3.861, -0.902], [4.447, 3.761, -0.938], [6.559, 1.495, -0.423], [6.677, 3.021, -1.066], [4.489, 0.724, 0.565], [1.158, 3.092, -0.443], [2.662, 4.788, -1.283], [1.983, -2.094, -2.521], [1.410, -0.669, -2.427], [0.206, -0.556, -3.372], [2.485, 0.330, -2.867], [1.002, -0.441, -1.065], [2.312, -2.329, -3.541], [1.226, -2.821, -2.216], [2.830, -2.184, -1.840], [0.495, -0.783, -4.404], [-0.196, 0.461, -3.345], [-0.583, -1.247, -3.069], [2.780, 0.143, -3.907], [3.366, 0.254, -2.228], [2.116, 1.354, -2.782]], "forces_ev_per_a": [[0.1, 0.0, -0.2], [0.0, 0.0, 0.0], [-0.1, 0.0, -0.1], [0.0, 0.0, 0.0], [0.0, 0.0, 0.0], [0.1, 0.1, 0.1], [0.1, 0.0, 0.0], [0.0, 0.0, 0.0], [0.0, 0.0, 0.0], [0.0, 0.0, 0.0], [0.0, 0.0, 0.0], [0.0, 0.0, 0.0], [0.0, 0.0, 0.0], [0.0, 0.0, 0.0], [0.0, 0.0, 0.0], [0.0, 0.0, 0.0], [0.0, 0.0, 0.0], [0.0, 0.0, 0.0], [-0.1, 0.0, 0.0], [0.0, 0.0, 0.0], [0.0, 0.0, 0.0], [0.0, 0.0, 0.0], [0.0, 0.0, 0.0], [0.0, 0.0, 0.0], [0.0, 0.0, 0.0], [0.0, 0.0, 0.0], [0.0, 0.0, 0.0], [0.0, 0.0, 0.0], [0.0, 0.0, 0.0], [0.0, 0.0, 0.0], [-0.1, 0.1, 0.0], [0.0, 0.0, 0.0], [0.0, 0.0, 0.0], [0.0, -0.1, 0.0], [0.0, -0.1, 0.1], [-0.1, 0.1, 0.1], [0.0, 0.0, -0.1], [0.0, 0.0, 0.0], [0.0, 0.0, 0.0], [0.0, 0.0, 0.0], [0.0, 0.0, 0.0], [0.0, 0.0, 0.0], [0.0, 0.0, 0.0], [0.0, 0.0, 0.0], [0.1, -0.1, 0.0], [0.0, 0.0, 0.0], [0.0, 0.0, 0.0], [-0.1, 0.0, 0.1], [0.0, 0.0, 0.0], [0.0, 0.0, 0.0], [0.0, 0.0, 0.0], [0.0, 0.0, 0.0], [0.0, 0.0, 0.0], [0.0, 0.0, 0.0], [0.0, 0.0, 0.0], [0.0, 0.0, 0.0], [0.0, 0.0, 0.0]], "mulliken_spin": [0.967, 0.012, -0.023, 0.004, -0.001, 0.006, 0.005, 0.000, 0.000, 0.000, 0.000, -0.001, 0.001, 0.000, -0.001, 0.000, 0.000, -0.002, -0.014, 0.000, 0.000, 0.000, 0.000, -0.001, 0.000, 0.000, 0.000, 0.000, 0.004, 0.034, -0.047, 0.000, 0.012, 0.036, 0.054, 0.013, 0.016, 0.044, 0.000, 0.002, -0.005, 0.000, 0.003, -0.009, 0.020, -0.008, -0.008, -0.123, 0.000, 0.001, 0.002, 0.000, 0.002, 0.001, 0.001, 0.002, 0.001]}